(1)
The following is a quantum chemistry calculation of C33H42NORbS4Sb2 as an isolated structure, from the OMol25 dataset.

```
84
Properties=species:S:1:pos:R:3:forces:R:3:mulliken_charge:R:1
H -2.01075 5.00401 -5.33321 0.01 0.01 0.00 0.26
Sb 1.86133 -0.29592 -0.92186 0.02 -0.02 0.05 0.64
H -1.15418 0.51089 6.58008 0.00 0.00 0.00 0.38
C -0.64640 -0.23956 3.28571 0.07 0.06 0.09 -0.54
H 3.13230 -1.51248 1.21080 -0.01 0.00 0.02 0.43
C 3.29516 -0.55971 0.70492 0.02 -0.01 -0.01 -1.52
S -2.46742 4.25395 -1.90133 -0.09 -0.19 0.12 -0.62
C 0.00971 3.23897 -5.11280 0.01 0.05 -0.02 -1.46
Rb -2.07686 1.04092 -0.32808 -0.61 0.09 -0.67 0.45
C -6.10277 -0.78073 1.03507 -0.02 0.01 0.01 -0.64
C 0.74086 -0.11380 3.22919 -0.05 0.00 0.01 -0.05
H -0.29345 -4.29715 -2.58058 0.03 -0.01 -0.02 0.58
H -0.69585 3.13877 -5.94937 0.00 0.00 0.00 0.28
C 1.54137 -3.99963 -1.54650 0.13 -0.02 0.07 1.50
C -3.77181 -0.99875 1.62419 -0.13 -0.05 -0.02 1.24
S -0.35963 1.65402 -2.87872 0.14 -0.16 -0.05 -0.21
C 1.57401 -5.28213 -0.96121 -0.02 0.03 -0.02 -0.69
C 1.40138 3.30726 2.22144 -0.02 0.01 -0.03 -0.69
H -2.79383 -4.50044 -1.96138 0.01 0.01 -0.01 0.33
H 4.71292 -3.10830 -0.67899 0.00 0.00 0.00 0.26
H 0.85579 3.37698 -1.13045 0.03 -0.01 0.02 -0.06
O -1.09727 2.67523 1.59842 0.03 0.23 0.33 -0.68
H 2.12215 5.35303 2.44550 0.00 0.00 0.00 0.40
H -6.64566 -1.70099 -0.82905 0.00 0.00 0.00 0.37
C 0.74616 0.46463 5.57627 -0.02 0.01 0.02 -0.47
C -4.56099 -1.96272 -0.38193 -0.03 0.00 0.01 0.07
H 2.50464 0.33417 4.34308 0.00 0.00 0.00 0.41
H 2.52212 1.70436 -2.60086 -0.01 0.00 -0.01 0.17
H -1.70832 -5.15535 -0.72434 0.00 -0.01 0.00 0.50
C 1.34572 4.79678 1.91399 0.01 0.01 0.01 -0.71
S 0.27964 2.52411 1.02296 0.49 0.23 0.11 0.64
H 1.30308 0.74243 6.46286 0.00 0.00 0.00 0.37
C 3.81120 -4.97636 -0.14379 0.01 0.00 0.00 -0.79
H 4.04077 0.92167 -2.01472 0.00 0.00 0.01 0.52
H 3.87448 -1.57146 -2.18320 0.00 0.00 0.00 0.62
H -4.39575 -2.50684 -1.31088 -0.01 0.00 -0.01 0.27
H 0.52347 4.19927 -5.24867 -0.01 0.00 -0.01 0.27
H -2.45588 5.99702 -3.93409 -0.01 0.01 0.00 0.36
C -0.35717 -3.16035 1.04481 -0.02 -0.01 0.01 -1.23
C 1.42632 0.23568 4.37534 0.01 -0.01 -0.01 -0.59
Sb -1.40929 -2.46859 -0.69689 0.21 -0.26 -0.19 1.21
H 2.52670 4.64702 0.12224 0.00 0.02 -0.01 0.25
H 0.74381 2.44056 -5.20300 0.01 0.00 0.00 0.33
C -5.06087 -0.52249 1.90430 0.03 0.00 -0.01 -0.95
C -0.63011 0.33662 5.64874 0.02 0.01 0.03 -0.62
C -1.52150 4.14339 -3.38703 0.06 0.00 -0.01 0.31
H 3.19543 0.25301 1.42872 0.01 0.01 -0.01 0.24
H -3.27270 -4.45009 -0.24617 0.00 0.00 0.00 0.52
H 0.68844 -5.90429 -1.05208 0.00 0.00 0.00 0.26
H -5.24003 0.08148 2.78824 0.00 0.01 0.00 0.32
N -1.44554 -0.57500 2.21543 -0.18 -0.03 0.00 0.55
C -2.43628 -4.37246 -0.93903 -0.02 0.03 0.00 -1.69
H 4.31028 -0.54387 0.30265 0.00 -0.01 -0.01 0.55
C -1.69930 5.32338 -4.32991 0.02 0.01 -0.04 -1.36
H -0.47419 4.22858 -0.39933 0.00 -0.02 0.00 -0.10
H 1.05017 3.00930 3.20853 0.01 -0.01 0.00 0.35
H 2.63683 -6.75141 0.17247 0.00 0.00 0.00 0.38
C 1.49202 4.88036 0.39614 0.03 0.01 0.00 -0.74
C 3.05226 1.29839 -1.74192 0.00 -0.03 0.01 -1.07
H 3.16431 2.08203 -0.98905 -0.01 0.01 0.01 0.25
C -1.32048 -0.02297 4.49675 0.01 -0.03 -0.06 0.67
C 2.67141 -5.76126 -0.27045 0.01 -0.03 0.02 -0.46
H 4.67881 -5.33380 0.39827 0.00 0.00 0.00 0.35
C -3.47160 -1.75589 0.47548 -0.10 -0.13 0.15 -0.58
H 2.40122 2.89596 2.05185 0.00 0.00 -0.01 0.22
C -0.69224 3.14275 -3.77025 -0.05 0.08 0.08 -0.02
H 0.48298 -2.50084 1.26046 0.01 0.01 0.01 0.06
H 0.46215 -2.69789 -2.87773 0.01 -0.02 -0.03 0.24
C 2.82929 -1.87326 -2.08358 0.00 0.05 -0.03 -1.97
H -0.76838 5.89337 -4.45606 0.00 0.00 0.00 0.22
H -1.02580 -3.18182 1.90369 -0.02 0.01 -0.02 0.53
H -7.09547 -0.39942 1.24089 0.00 0.00 0.00 0.36
C 0.53905 3.84650 -0.19650 -0.03 -0.01 -0.01 0.29
H 0.37243 5.18847 2.21878 0.00 0.00 0.00 0.28
C -2.68753 -0.65184 2.55247 0.19 0.00 0.08 -0.22
C 3.82048 -3.72394 -0.74577 0.02 -0.01 0.01 -0.49
H 2.36701 -1.85045 -3.07173 0.00 0.00 0.00 0.66
C 2.72981 -3.22220 -1.44890 -0.06 -0.02 -0.02 1.03
C -5.84463 -1.50582 -0.12351 0.01 -0.01 -0.01 -0.93
H 1.26418 5.87362 0.00595 -0.01 0.00 0.02 0.34
H 1.24616 -0.29076 2.29003 0.00 -0.01 -0.01 0.19
S -3.01445 -0.29172 4.25374 0.05 0.00 -0.04 -0.44
C 0.32876 -3.50549 -2.16200 -0.22 0.13 0.05 -2.25
H 0.02589 -4.15865 0.83650 0.01 0.00 0.01 0.55
```
Forces are in eV/Å.

Output
LUMO level ... 3.65 eV
Total charge ... -2
HOMO ... 0.074 eV

(2)
The following is a quantum chemistry calculation of C23H39N5O10PS2Ti as an isolated structure, from the OMol25 dataset.

```
81
Properties=species:S:1:pos:R:3:forces:R:3:mulliken_charge:R:1
H -2.74894 -1.82845 1.82157 -0.03 0.00 -0.02 0.49
H 4.39456 0.86435 2.46867 -0.01 -0.02 0.01 0.47
O 2.16325 -1.44466 -2.10201 0.11 -0.02 -0.01 -0.54
C 2.00580 -1.67424 4.10221 -0.02 0.02 -0.03 -0.92
H -0.31359 -1.95514 5.40242 0.04 -0.02 0.03 0.30
C 1.50814 -0.79805 3.13594 0.02 0.01 0.01 1.71
H -1.82957 1.96688 -1.11953 0.00 0.00 -0.01 0.19
C -0.15393 1.25330 4.67502 -0.02 0.02 -0.02 -1.66
C 4.20531 -0.71970 3.90363 0.01 -0.02 0.02 -0.76
H -1.12693 -4.24703 3.20440 0.00 0.02 0.00 0.59
C -0.55597 -3.38781 2.84618 0.00 0.04 0.03 -1.59
P -0.24547 -0.67776 2.63276 0.02 -0.02 -0.17 1.29
C 3.72798 0.15457 2.94155 0.01 0.03 -0.04 -1.07
C -1.16623 1.81666 -5.07532 -0.01 0.05 -0.01 -1.05
O 0.53920 -2.25109 -0.45564 0.05 -0.14 -0.03 -0.34
O 2.86747 -1.82037 0.24290 0.05 -0.03 -0.02 -0.56
H 0.72447 2.14436 2.22183 -0.04 0.00 0.01 0.26
H -1.83203 -2.70145 -1.34871 -0.02 -0.02 0.01 0.42
S 1.89200 -1.45195 -0.71232 -0.22 0.15 0.10 1.23
H 0.47718 -3.51860 3.15381 0.01 0.00 0.00 0.37
H 2.78058 3.90071 -4.42212 -0.02 0.02 -0.01 0.35
H -0.55713 -3.41355 1.75379 0.00 -0.01 -0.03 0.16
H -2.69271 0.43953 4.25698 -0.01 -0.01 -0.01 0.30
O 1.58321 0.80469 -5.56305 -0.05 -0.05 -0.07 -0.68
H 3.70066 -2.33599 5.22075 -0.01 0.01 -0.01 0.46
C 2.82038 3.08975 -5.15007 -0.01 -0.02 0.05 -0.50
H -4.10081 -1.99470 -1.09483 0.02 0.05 -0.04 0.23
H 5.24614 -0.69441 4.19856 -0.02 0.00 -0.01 0.40
H -1.67718 -3.05866 5.25278 0.00 0.01 -0.02 0.53
C -0.61190 -1.24253 -3.19843 0.02 -0.08 0.02 -0.77
O -2.13622 0.13220 0.22712 0.03 0.11 -0.02 0.07
H -2.10069 2.35014 -4.91097 -0.04 -0.02 0.00 0.45
H -3.09024 -3.08719 3.01652 0.02 0.02 0.00 0.54
C -1.21165 -2.09961 3.38239 -0.01 -0.05 0.03 1.88
C -1.27327 -2.09957 4.91828 0.00 0.00 -0.05 -1.90
H -2.58720 2.09534 3.69382 0.01 -0.01 -0.01 0.60
O 1.21604 -0.06438 -0.28851 -0.09 -0.14 0.01 -0.03
H -2.83922 0.80674 2.52249 -0.02 0.00 0.00 0.17
Ti -0.50083 -0.73715 -0.04421 -0.10 0.13 -0.03 -0.08
H 0.07450 3.33667 -5.93448 0.04 -0.03 -0.01 0.66
C -1.12748 0.83108 -2.77425 -0.03 -0.09 -0.10 0.36
O 1.61559 1.72830 -3.25050 0.03 -0.03 0.03 -0.51
N -2.11460 -2.27272 -0.46991 0.07 -0.12 -0.11 -0.48
H -0.42375 0.49666 5.41070 0.00 -0.01 0.01 0.32
N -0.86516 -0.34384 -2.19656 0.07 0.21 0.35 1.53
H 4.94547 3.09291 -5.42119 0.00 -0.01 -0.01 0.41
C 3.34042 -1.63891 4.47533 0.02 0.00 0.02 -0.89
H -0.81218 1.95061 1.34316 0.00 0.01 -0.03 0.25
S 1.54771 1.93897 -4.67753 0.01 0.18 -0.05 1.20
C -0.76255 -0.61114 -4.37934 0.04 0.06 0.08 -0.93
H -1.20154 1.36512 -6.05827 0.00 0.01 0.01 0.46
N -1.09097 0.70504 -4.11382 -0.01 0.07 -0.10 0.29
N -0.66405 -1.23198 -5.67323 -0.12 -0.13 -0.03 1.19
C -2.32384 1.06464 3.44620 0.03 0.01 0.00 -1.89
H -0.70003 3.04427 2.71121 0.00 -0.01 0.00 0.60
N -3.32095 -1.57298 -0.61573 0.00 0.01 0.14 -0.08
C -0.79878 0.98759 3.31018 -0.01 0.04 0.07 2.10
O -4.16156 0.55292 -0.65457 -0.09 -0.11 0.01 -0.59
H -2.19963 -3.00788 0.23065 -0.01 0.00 -0.02 0.41
H -1.94489 -1.32200 5.28036 0.02 0.00 0.00 0.33
C 2.39926 0.10818 2.55476 0.00 -0.03 -0.02 -0.62
O -1.10958 -0.63976 -6.63465 0.01 0.09 -0.09 -0.66
C -3.28566 -0.21171 -0.37460 0.12 0.05 -0.01 0.21
H 2.07337 0.76910 1.76692 0.01 -0.03 -0.01 0.21
H 0.93212 1.29855 4.60933 0.00 0.01 0.02 0.31
H -3.29263 -1.39261 3.41918 0.00 0.03 0.01 0.33
C 4.17054 2.38105 -5.14313 -0.01 0.01 0.04 -1.19
C -1.35744 2.12537 -2.08471 0.00 -0.02 0.03 -1.68
H -0.51171 2.21759 5.04499 0.00 -0.02 -0.02 0.52
H 4.40155 1.99219 -4.15183 -0.01 0.00 -0.02 0.33
H 2.56244 3.47497 -6.13752 0.00 -0.06 -0.01 0.39
O -0.19281 -2.34484 -5.68243 0.08 -0.01 0.01 -0.62
H -2.01381 2.76918 -2.66825 0.02 -0.01 -0.02 0.50
C -2.66558 -2.09002 2.87310 0.02 0.00 0.03 -2.05
H -0.39557 2.62302 -1.94108 -0.01 -0.01 0.00 0.27
H -0.30839 -2.26110 -3.03062 0.01 -0.01 0.00 0.71
H 1.37417 -2.40294 4.57940 -0.04 -0.02 0.02 0.21
H -0.11599 3.53263 -4.18451 0.01 -0.02 0.00 0.40
C 0.00212 2.80441 -4.98609 0.03 -0.05 0.07 -0.83
C -0.35680 2.08111 2.32643 0.01 0.01 0.02 -1.78
H 4.17799 1.55707 -5.85368 0.01 0.01 0.00 0.33
```
Forces are in eV/Å.

Output
LUMO level ... -4.31 eV
Total charge ... +1
HOMO ... -11.780 eV

(3)
The following is a quantum chemistry calculation of a 2-piece molecular cluster, C2H9N3O overall at a distorted geometry, from the OMol25 dataset.

```
15
Properties=species:S:1:pos:R:3:forces:R:3:nbo_charge:R:1
H -0.92880 -0.49305 2.48623 0.22 0.05 0.12 0.21
H 1.21265 -0.51221 1.70279 0.20 -0.11 -0.07 0.39
C -0.84954 -0.32637 1.41685 -0.59 -0.72 -0.27 -0.42
H 2.84740 -0.61326 0.14646 0.07 -0.24 0.46 0.37
H -1.49262 0.51162 1.16352 0.40 0.37 -0.15 0.23
C 0.97745 0.16184 -0.20220 1.40 0.85 0.81 0.61
H 2.59721 0.08284 -1.28384 0.31 0.24 0.14 0.37
O -2.54134 -0.02763 -1.20608 -0.04 -1.08 1.52 -1.00
N 2.40314 0.17339 -0.29146 -0.72 -0.02 -0.87 -0.83
N 0.23643 0.63197 -1.12573 -1.18 -0.07 0.78 -0.85
H -1.58546 0.10010 -1.03570 -0.19 0.48 -0.74 0.50
N 0.53696 -0.21471 1.02861 -0.27 -0.06 -0.29 -0.60
H -1.30162 -1.19311 0.92618 -0.09 0.01 0.06 0.20
H -2.79966 0.44208 -1.97444 0.05 0.71 -1.02 0.46
H 0.68779 1.27650 -1.75118 0.42 -0.41 -0.47 0.37
```
Forces are in eV/Å.

Output
LUMO level ... 0.73 eV
SMILES ... [H]/N=C(\N)NC.O
Total charge ... 0
HOMO ... -9.097 eV

(4)
The following is a quantum chemistry calculation of C23H38F2N2P2SiW as an isolated structure at a distorted geometry, from the OMol25 dataset.

```
69
Properties=species:S:1:pos:R:3:forces:R:3:nbo_charge:R:1
H -4.94915 0.96525 -0.05190 -0.18 -0.12 0.09 0.23
H 3.01976 2.33059 -5.46675 0.04 0.05 -0.04 0.21
H 2.16293 -0.87671 3.38745 0.05 -0.05 -0.06 0.22
C 1.97402 1.13397 2.61799 -0.29 -0.01 -0.13 -0.72
C 2.64359 1.92538 -4.53922 -0.11 -0.19 0.28 -0.20
C 1.61806 0.09355 -3.34460 -0.39 0.10 1.13 0.01
H 4.30700 -1.32167 -0.61347 0.06 0.03 -0.06 0.25
H -1.06185 2.19294 -1.40169 0.12 0.11 0.17 0.23
C 2.18989 2.17312 -2.18395 -0.56 -0.74 0.75 -0.01
C 1.58447 0.88169 -2.14665 1.81 1.33 -3.35 0.09
H -1.70563 -3.58400 3.53755 0.03 -0.01 0.04 0.22
H -2.25335 2.14991 -2.69133 -0.24 0.05 -0.03 0.23
H -3.65276 -0.40966 -3.35035 -0.05 0.15 -0.17 0.23
H 2.08729 4.00154 -1.04021 0.02 0.04 0.02 0.22
H -1.51450 2.54754 1.72113 -0.02 0.05 0.01 0.25
H -4.19792 -3.81603 3.65823 -0.06 -0.08 -0.02 0.21
C 2.28190 2.93936 -0.89558 -0.15 -0.04 -0.04 -0.63
H -1.66940 0.16203 3.35482 0.05 -0.02 0.04 0.26
C -3.45564 -0.92137 -2.41313 0.25 0.51 0.55 -1.12
Si -2.70661 0.28925 -1.12549 -0.60 0.51 -0.43 1.78
H 2.05476 -3.23469 2.01885 0.02 -0.05 0.01 0.24
H 2.48094 1.77903 1.89463 -0.03 0.09 0.04 0.23
H -3.65307 2.02182 0.46195 0.16 0.04 0.14 0.22
C 2.68731 2.67102 -3.36994 0.16 0.05 -0.40 -0.22
H 4.02516 0.37583 -0.22654 0.12 0.10 -0.06 0.24
H 3.70535 -0.13642 2.93874 -0.01 -0.05 0.06 0.23
H -0.50972 1.05197 4.36823 0.05 0.09 -0.06 0.23
C 2.12367 0.63451 -4.50197 0.20 0.26 -0.45 -0.23
H -2.75675 -1.73052 -2.61540 0.15 -0.06 0.03 0.24
H 3.11851 3.66461 -3.38671 0.01 0.04 0.04 0.21
H 3.27736 2.83349 -0.45155 -0.04 0.04 0.02 0.21
H -0.18365 -0.62598 3.90258 -0.04 -0.01 -0.03 0.24
C -0.46401 2.62455 2.00491 0.05 -0.37 -0.28 -0.94
H 1.16674 -1.83921 -4.17410 0.00 -0.03 -0.11 0.21
C -4.04585 1.46313 -0.38453 0.38 -0.63 -0.26 -1.11
H -0.89697 1.05255 -2.72598 0.13 -0.07 -0.10 0.23
H -4.38606 -1.37349 -2.08057 -0.13 -0.05 0.10 0.23
C -2.36178 -3.05835 2.85755 0.28 0.19 -0.15 -0.26
C 2.89337 -2.83019 1.45264 -0.13 0.27 -0.10 -0.94
C -3.91743 -1.67399 1.02928 0.18 0.02 -0.01 -0.27
C 4.12022 -0.62082 0.19895 -0.84 0.09 -0.25 -0.92
C 1.05714 -1.29100 -3.24261 0.11 0.05 -0.10 -0.63
H 4.93805 -0.65315 0.91685 -0.08 -0.05 0.07 0.23
C 2.65568 -0.23344 2.65071 0.12 -0.05 -0.30 -0.72
H -5.56873 -2.59880 1.98055 -0.14 -0.01 -0.01 0.21
F -0.42108 -2.08094 1.94014 0.16 0.18 -0.11 -0.35
C -1.81444 -2.22536 1.91084 -0.69 -0.13 0.09 0.35
F 0.04445 -2.55845 -0.52948 -0.21 0.35 0.20 -0.67
C -4.49441 -2.49675 1.97119 -0.11 -0.11 0.17 -0.19
H 2.00415 1.61972 3.59802 -0.03 0.02 -0.07 0.23
W 0.27044 -0.70731 0.20150 1.62 2.46 -3.50 1.02
H -0.38421 3.09785 2.98371 0.05 -0.04 0.00 0.23
H 1.55052 2.52478 -0.19769 0.13 0.20 0.00 0.21
H -4.33557 2.18931 -1.13729 -0.05 0.13 -0.21 0.23
C -1.61024 1.53392 -2.06657 -0.27 -0.68 0.28 -1.10
H 1.56566 -1.84112 -2.44172 -0.20 0.00 -0.13 0.23
H 3.81234 -2.91437 2.03111 0.04 0.02 0.05 0.22
C -3.73813 -3.19227 2.90781 -0.02 0.03 -0.06 -0.28
H 2.10605 0.04898 -5.41181 0.01 -0.10 -0.03 0.21
C -0.60964 0.31864 3.56862 0.05 -0.10 -0.32 -0.94
P 2.51194 -1.09072 0.98332 0.88 -0.83 1.23 1.05
N 0.98489 0.38781 -1.09073 -2.19 -2.81 5.04 -0.59
H 2.98538 -3.40525 0.53053 -0.03 -0.03 0.03 0.25
P 0.21709 0.91405 2.02894 0.33 0.41 0.84 1.03
H -4.54373 -1.16107 0.31964 -0.12 0.06 -0.08 0.21
H -0.00360 -1.25314 -2.97331 0.08 -0.14 0.02 0.23
N -1.88642 -0.60405 0.12473 0.17 -0.22 -0.34 -1.13
C -2.52127 -1.46210 0.95887 -0.04 -0.32 0.36 0.12
H 0.04748 3.22874 1.26030 0.02 0.07 -0.05 0.24
```
Forces are in eV/Å.

Output
LUMO level (spin up / spin down) ... 0.06 / 0.06 eV
Total charge ... 0
HOMO (spin up / spin down) ... -6.179 / -6.177 eV

Ordered molecular weight results: 925.96; 688.56; 91.11; 654.44; unit g/mol.